17
Properties=species:S:1:pos:R:3 method="wB97M-V/def2-TZVPD" e_lumo_ev="-3.76 / -5.66" spin_multiplicity=9 charge=+1 energy_ev=-34503.12001 s_squared=20.37 relative_energy_kcal_mol=0.0 homo_energy_ev="-10.16 / -12.25"
O 0.3971 2.6842 -2.5414
C 0.7717 1.6037 -2.0174
O 1.7233 0.9223 -2.4753
O 0.0523 1.1738 -0.9727
C -0.2209 -0.2184 -0.7945
Li 1.9271 2.4249 -3.7276
H -0.3385 -0.6431 -1.8022
H 0.6191 -0.8551 -0.4877
C -1.4211 -0.5023 0.1934
C -0.8496 -0.3785 1.5538
H -1.8700 -1.4317 -0.1916
H -2.2262 0.2408 0.0851
Gd 0.4050 -3.2969 4.2458
O 0.8705 -1.1917 3.0013
C 0.4145 -0.3959 2.0430
H -1.4491 -0.1639 2.5026
H 1.1947 0.0277 1.3853